{"formula": "C27H43F7MgO3P", "method": "wB97M-V/def2-TZVPD", "gap_ev": 4.7, "total_energy_ev": -68582.2940, "charge": 1, "e_above_lowest_kj_mol": 0.0, "lumo_ev": -6.109, "species": ["C", "O", "C", "C", "C", "C", "C", "C", "C", "C", "C", "C", "C", "P", "C", "C", "O", "C", "O", "C", "C", "C", "C", "C", "C", "C", "C", "C", "C", "F", "F", "C", "F", "F", "C", "F", "F", "F", "H", "H", "H", "H", "H", "H", "H", "H", "H", "H", "H", "H", "H", "H", "H", "H", "H", "H", "H", "H", "H", "H", "H", "H", "H", "H", "H", "H", "H", "H", "H", "H", "H", "H", "H", "H", "H", "H", "H", "H", "H", "H", "H", "Mg"], "xyz": [[8.0481, -1.9968, 2.6480], [8.8263, -1.4223, 1.6234], [8.2815, -0.2496, 1.0521], [7.4182, -0.5624, -0.1599], [6.8678, 0.7036, -0.8371], [5.3339, 0.7982, -0.8575], [4.8023, 1.5688, -2.0719], [3.6434, 2.5268, -1.7794], [2.4853, 1.9150, -0.9921], [1.7458, 0.8016, -1.7669], [0.2737, 1.1211, -2.0898], [-0.7196, -0.0338, -1.7653], [-1.9089, 0.5566, -1.0173], [-3.2768, -0.5649, -0.2378], [-1.9529, -1.9136, 0.2865], [-0.9599, -1.4005, 1.2780], [0.2110, -1.4303, 1.1635], [-4.5692, -1.5351, 0.9208], [-4.8943, -2.7645, 0.4122], [-5.2748, -3.7512, 1.3594], [-4.6915, 0.8850, -0.6412], [-4.3573, 1.8295, 0.4220], [-4.6857, 1.4830, 1.7207], [-4.0609, 2.1140, 2.7899], [-3.1622, 3.2099, 2.6711], [-2.4501, 3.8189, 3.8489], [-2.9860, 3.6842, 1.3503], [-3.5312, 2.9839, 0.2534], [-3.8340, -1.4394, -1.9206], [-3.5298, -0.5225, -2.8908], [-5.1905, -1.5365, -1.9413], [-3.2938, -2.7770, -2.5460], [-3.9171, -2.8211, -3.7568], [-1.9772, -2.7012, -2.7987], [-3.6274, -4.1948, -1.9892], [-3.1209, -5.0735, -2.8534], [-3.0621, -4.4436, -0.8025], [-4.9442, -4.3834, -1.9095], [6.9944, -1.7196, 2.5579], [8.1124, -3.0801, 2.5661], [8.4129, -1.6885, 3.6301], [9.1269, 0.3729, 0.7552], [7.7116, 0.3110, 1.8034], [8.0632, -1.0993, -0.8571], [6.6293, -1.2628, 0.1197], [7.2799, 1.5764, -0.3256], [7.2348, 0.7321, -1.8633], [4.9640, -0.2282, -0.8822], [5.0015, 1.2655, 0.0703], [4.5330, 0.8759, -2.8696], [5.6229, 2.1730, -2.4656], [3.2595, 2.8993, -2.7333], [4.0441, 3.3973, -1.2546], [1.7937, 2.7188, -0.7335], [2.8768, 1.5075, -0.0599], [2.2769, 0.6493, -2.7057], [1.8122, -0.1168, -1.1857], [-0.0183, 2.0226, -1.5451], [0.1753, 1.3778, -3.1450], [-1.0354, -0.4285, -2.7261], [-0.1539, -0.7640, -1.2040], [-2.3742, 1.2989, -1.6642], [-1.5159, 1.1304, -0.1699], [-2.9657, 0.1580, 1.1310], [-1.3535, -2.2961, -0.5291], [-2.4203, -2.7494, 0.8066], [-1.3822, -0.9843, 2.2428], [-4.0138, -1.6217, 1.8865], [-5.4581, -0.9319, 1.1260], [-6.3493, -3.7155, 1.5420], [-4.7320, -3.6277, 2.2996], [-5.0269, -4.7231, 0.9437], [-4.6065, 1.3624, -1.6133], [-5.7006, 0.4842, -0.5915], [-5.2901, 0.6085, 1.9016], [-4.2354, 1.6664, 3.7711], [-3.1135, 4.4604, 4.4259], [-2.0596, 3.0540, 4.5219], [-1.5871, 4.3869, 3.5113], [-2.3456, 4.5400, 1.1861], [-3.2538, 3.3041, -0.7416], [-2.8923, 0.2216, 2.8916]], "atomic_forces_ev_per_a": [[-0.0887, -0.0347, -0.1016], [0.0847, -0.0130, -0.0514], [-0.0257, -0.0447, 0.1403], [0.3687, 0.0233, -0.0874], [-0.0800, -0.2614, 0.0544], [0.3557, -0.1562, -0.1889], [0.1224, 0.3273, 0.1536], [0.0306, -0.1006, -0.1204], [0.1569, -0.0174, -0.2252], [0.0363, 0.4472, 0.0407], [0.0024, -0.1203, 0.0438], [0.3441, 1.0155, -0.5298], [-0.1639, -0.3780, 0.4660], [-0.0368, -0.7895, -1.5189], [-0.0304, 0.4829, 0.9508], [-0.2358, -0.9169, -1.5534], [1.0588, 0.4278, 0.4068], [-0.1132, 0.6845, -0.5352], [0.4964, -0.2487, 0.1289], [-0.2307, -0.1675, -0.0898], [0.3893, 0.2113, 0.0194], [-0.1155, 1.1423, -0.1968], [0.1865, 0.6515, 0.3287], [0.5805, 0.4570, 0.8154], [-0.3439, -0.6286, -0.8287], [0.0100, -0.2035, -0.1567], [-0.4125, -1.0870, 0.0174], [-0.1492, -0.2371, 1.0593], [0.0430, 0.1877, 0.2348], [0.0880, -0.0225, -0.0638], [0.0934, -0.1493, 0.1533], [-0.9209, -0.0143, -0.8611], [0.0972, 0.0398, -0.0974], [0.1225, 0.0167, 0.5048], [0.1390, 0.0631, -0.0052], [-0.0974, -0.0111, 0.0583], [-0.0524, 0.0559, 0.0720], [0.3595, 0.0646, 0.1270], [-0.0628, 0.0237, 0.0072], [0.0743, -0.0527, 0.0458], [-0.0145, 0.0333, 0.0758], [0.0065, 0.0425, -0.0405], [-0.0283, 0.0489, 0.0225], [-0.0476, -0.0961, -0.0238], [-0.1280, 0.0759, 0.0619], [0.0147, 0.1542, -0.1294], [0.0120, 0.0759, -0.0293], [-0.2933, 0.0538, 0.1447], [-0.1027, -0.0776, 0.0816], [-0.0020, -0.0889, -0.0040], [-0.0312, 0.0210, -0.1266], [-0.0274, 0.0829, -0.0234], [-0.0614, -0.0057, 0.1463], [-0.0806, -0.0144, 0.0937], [-0.0798, 0.0606, 0.1186], [0.0522, -0.2845, 0.0011], [-0.0306, -0.1576, -0.1132], [-0.0374, -0.0112, 0.0931], [-0.0022, 0.0701, -0.0150], [-0.0900, -0.4761, 0.1841], [-0.1983, -0.3032, 0.0488], [-0.1521, -0.1306, -0.0462], [-0.0019, -0.0985, 0.1688], [0.4941, -0.0898, 0.0340], [-0.1016, -0.0666, -0.1939], [-0.3021, -0.1187, -0.1766], [-0.2592, 0.1444, 0.9981], [0.2414, -0.1640, 0.2966], [-0.1838, -0.2310, -0.1317], [-0.0393, 0.0855, 0.1096], [0.0399, 0.0481, 0.0626], [0.0037, -0.0202, -0.0846], [0.3739, -0.3124, -0.1868], [0.0602, -0.1717, 0.3236], [-0.3434, 0.2046, 0.1161], [-0.5296, 0.5914, 0.7059], [0.0112, 0.1040, -0.0008], [-0.1006, -0.0270, 0.1069], [-0.0641, 0.1729, 0.0146], [-0.0140, 0.0380, -0.0916], [-0.1371, 0.0027, -0.0680], [0.0939, 0.1679, -1.1408]], "lowdin_charge": [-0.12, -0.19, -0.25, -0.18, -0.20, -0.21, -0.21, -0.22, -0.21, -0.18, -0.18, -0.22, -0.26, 0.87, -0.20, -0.36, 0.14, -0.33, -0.23, -0.05, -0.16, -0.30, -0.14, -0.18, -0.25, -0.03, 0.02, 0.03, -0.42, 0.06, 0.08, -0.35, 0.13, 0.15, -0.54, 0.19, 0.16, 0.19, 0.08, 0.09, 0.09, 0.13, 0.12, 0.12, 0.11, 0.11, 0.11, 0.11, 0.11, 0.11, 0.11, 0.11, 0.11, 0.10, 0.09, 0.10, 0.10, 0.09, 0.11, 0.10, 0.07, 0.08, 0.08, -0.05, 0.09, 0.09, 0.04, 0.05, 0.08, 0.10, 0.09, 0.09, 0.10, 0.10, 0.10, 0.11, 0.10, 0.08, 0.09, 0.12, 0.13, 1.11]}